[1]
165
Properties=species:S:1:pos:R:3:mulliken_charge:R:1 method="wB97M-V/def2-TZVPD" orbital_gap_ev=7.8 max_force_ha_per_bohr=0.0517 smiles="CC1(C)CCCC(C)(C)N1O.CC1(C)CCCC(C)(C)N1O.CC1(C)CCCC(C)(C)N1O.COC[C@H](C)N.COC[C@H](C)N.COC[C@H](C)N.NC(N)=O.NC(N)=O.NC(N)=O" de_lowest_kcal_mol=0.0 multiplicity=1
C 4.87917 7.31955 2.01700 -1.915
C 5.04565 5.81339 2.16017 1.389
C 6.51090 5.42342 2.17334 -1.737
C 4.53297 5.32199 3.52683 -1.262
C 3.02508 5.29699 3.59285 -1.138
C 2.50068 4.37545 2.46048 -0.858
C 2.87305 4.85225 1.05890 1.759
C 2.74407 3.63296 0.09658 -1.371
C 1.96837 5.96596 0.53237 -1.814
N 4.33759 5.11736 1.06618 1.059
O 4.96310 5.33351 -0.18278 -0.619
H 5.07426 7.62070 0.98295 0.379
H 3.93073 7.78908 2.27416 0.296
H 5.68098 7.81977 2.57169 0.465
H 6.92594 5.63583 3.16263 0.444
H 6.80962 4.39199 1.98002 0.199
H 7.11960 6.01617 1.48215 0.376
H 4.88522 4.29533 3.67536 0.410
H 4.91847 5.84156 4.40821 0.467
H 2.68679 4.88382 4.54622 0.483
H 2.60316 6.30254 3.53733 0.373
H 1.42834 4.35253 2.70224 0.352
H 2.67936 3.31171 2.64052 0.472
H 3.45002 2.92376 0.54416 -0.008
H 3.15994 3.74847 -0.90397 0.526
H 1.75191 3.19100 0.07973 -0.245
H 2.20342 6.23005 -0.50036 0.421
H 2.16394 6.88835 1.08366 0.313
H 0.94093 5.60653 0.56884 0.353
H 5.14165 4.39980 -0.37492 0.281
C -3.77996 -2.61840 7.45703 -1.613
C -3.92771 -1.56302 6.34772 1.454
C -5.35182 -1.49336 5.86130 -2.025
C -3.50475 -0.17477 6.94652 -1.127
C -2.00405 0.06749 6.88535 -0.742
C -1.44173 -0.27577 5.51279 -1.521
C -1.71938 -1.69285 5.00631 2.180
C -1.39544 -1.59253 3.51938 -2.161
C -0.67512 -2.64266 5.64024 -1.762
N -3.15973 -1.90478 5.10307 0.897
O -3.53360 -3.21542 4.70864 -0.604
H -4.19167 -3.62325 7.34876 0.311
H -2.71621 -2.74913 7.67717 0.376
H -4.21622 -2.33098 8.41990 0.438
H -5.72110 -2.22255 5.14348 0.363
H -6.07109 -1.49163 6.68919 0.416
H -5.59416 -0.52640 5.39951 0.371
H -3.99679 0.61652 6.37873 0.350
H -3.83548 -0.13654 7.98319 0.332
H -1.78866 1.11680 7.09426 0.469
H -1.41991 -0.53021 7.59249 0.347
H -0.41014 0.03748 5.34507 0.501
H -1.96239 0.38938 4.80729 0.418
H -1.65190 -2.52774 2.99875 -0.072
H -0.34319 -1.39755 3.31411 0.539
H -2.01827 -0.95061 2.88955 0.274
H 0.33766 -2.42005 5.30243 0.438
H -0.83744 -3.64675 5.24385 0.313
H -0.72230 -2.47927 6.71562 0.378
H -3.66747 -3.10527 3.74166 0.499
C 2.12896 -1.23691 -6.23760 -1.930
C 1.78732 -1.25966 -4.72550 2.106
C 2.80199 -0.46353 -3.90600 -2.081
C 0.45174 -0.54446 -4.46791 -1.078
C -0.77842 -1.35482 -4.91206 -0.059
C -0.64786 -2.69734 -4.14968 -0.302
C 0.65325 -3.51420 -4.31954 1.924
C 0.63171 -4.48411 -3.14022 -1.931
C 0.60942 -4.23830 -5.65761 -2.027
N 1.81574 -2.61670 -4.15641 0.741
O 3.07277 -3.23667 -4.28214 -0.557
H 1.24514 -1.54538 -6.79564 0.323
H 2.39876 -0.23701 -6.57322 0.460
H 2.91918 -1.96725 -6.40720 0.407
H 2.95210 0.50859 -4.39819 0.424
H 2.67367 -0.27587 -2.84221 0.200
H 3.83193 -0.81499 -4.04018 0.546
H 0.34560 -0.24055 -3.42501 -0.142
H 0.39461 0.39727 -5.02343 0.556
H -1.77436 -0.97403 -4.67200 -0.344
H -0.89540 -1.56196 -5.97916 0.354
H -1.49868 -3.28101 -4.52459 0.542
H -0.89397 -2.59512 -3.09005 -0.752
H 1.50789 -5.13878 -3.21916 0.583
H -0.15774 -5.23474 -3.24472 0.325
H 0.50090 -3.95601 -2.19948 0.275
H 0.52845 -3.48362 -6.44398 0.356
H -0.12615 -5.03231 -5.74553 0.416
H 1.61957 -4.59865 -5.88507 0.371
H 3.17791 -3.61989 -3.40272 0.357
C -4.95495 1.02077 -6.62741 -0.690
O -4.49851 1.93746 -5.69361 -0.338
C -4.22339 1.48475 -4.40099 -0.168
C -3.34923 2.56141 -3.68813 0.311
C -1.90733 2.50883 -4.18175 -1.170
N -3.44141 2.32152 -2.25472 -0.446
H -5.89420 0.54693 -6.29087 0.306
H -4.28251 0.15317 -6.70729 0.220
H -5.16240 1.43759 -7.60914 0.264
H -5.14204 1.52272 -3.80659 0.360
H -3.62955 0.57174 -4.32185 -0.116
H -3.71129 3.56230 -3.94343 0.271
H -1.26770 2.97975 -3.42992 0.399
H -1.68671 2.90874 -5.16950 0.423
H -1.53058 1.48135 -4.24249 -0.032
H -4.23067 2.87390 -1.94807 0.258
H -2.60613 2.55545 -1.73886 0.108
C -1.49110 -2.96959 -0.28471 -0.271
O -0.53648 -1.95463 -0.04215 -0.426
C -1.11416 -0.65874 -0.04693 -0.778
C -0.05358 0.35654 0.25440 0.929
C -0.53674 1.78657 0.09961 -1.431
N 1.15282 0.16063 -0.58055 0.158
H -1.77020 -2.81571 -1.33671 -0.052
H -2.35309 -3.03046 0.37504 0.038
H -1.06085 -3.97149 -0.32964 0.482
H -1.58817 -0.47622 -1.02181 0.507
H -1.88846 -0.66173 0.72745 0.146
H 0.35065 0.25433 1.26775 0.277
H -1.62926 1.81203 0.21108 0.595
H -0.34061 2.14964 -0.91035 0.329
H -0.11982 2.48206 0.82501 -0.025
H 1.04185 -0.59476 -1.23369 -0.257
H 2.04711 0.33999 -0.17052 -0.070
C 4.40432 -0.12573 1.03472 -0.814
O 4.89634 0.67864 -0.01921 -0.108
C 6.06034 1.44925 0.25139 -0.710
C 6.63382 1.91326 -1.06670 0.349
C 7.97924 2.63750 -0.80955 -1.420
N 5.81712 2.79608 -1.91023 -0.518
H 3.69212 -0.90048 0.75274 0.202
H 3.80047 0.45720 1.74192 0.232
H 5.24523 -0.56734 1.57249 0.402
H 5.71148 2.28445 0.87427 0.076
H 6.81044 0.79976 0.71096 0.592
H 6.72892 0.96362 -1.61199 0.407
H 7.83148 3.53384 -0.21003 0.197
H 8.38987 2.94834 -1.77127 0.424
H 8.69814 1.94752 -0.36831 0.431
H 6.26928 2.96720 -2.79994 0.277
H 4.98607 2.26293 -2.16130 0.093
N -2.54625 -6.11610 2.51688 -0.418
C -3.15908 -6.23894 1.29393 0.687
N -3.70313 -5.12603 0.77224 0.170
O -3.09481 -7.30700 0.66226 -0.723
H -2.47018 -5.20450 2.93648 0.218
H -2.72790 -6.91803 3.09736 0.238
H -4.24813 -5.21429 -0.06616 0.057
H -3.85498 -4.32013 1.37451 -0.034
N -5.20493 -2.00804 0.17048 -0.311
C -4.87406 -1.87859 1.48437 0.507
N -5.40749 -0.82844 2.17479 -0.443
O -4.18211 -2.70147 2.10266 -0.564
H -5.29569 -1.07172 -0.19671 0.233
H -4.79465 -2.77648 -0.35298 0.175
H -5.92675 -0.10916 1.70676 0.169
H -5.13712 -0.73498 3.13867 0.122
N -4.72689 -3.95731 -4.03307 -0.438
C -4.11968 -4.44068 -2.90924 0.445
N -3.19028 -5.40938 -3.09379 -0.295
O -4.42345 -4.09821 -1.75538 -0.815
H -4.65885 -4.42288 -4.91805 0.178
H -5.54469 -3.39196 -3.88922 0.242
H -3.21144 -5.74976 -4.04138 0.198
H -2.93442 -5.97871 -2.30374 0.229

=====

[2]
56
Properties=species:S:1:pos:R:3:mulliken_charge:R:1 method="wB97M-V/def2-TZVPD" orbital_gap_ev=4.6 max_force_ha_per_bohr=0.0292 charge=-2 de_lowest_kcal_mol=13.2 multiplicity=1
Au -0.69460 0.25452 0.75752 0.745
Br -4.14820 3.55072 -1.89198 -0.246
C -4.18880 1.63482 -1.90178 -0.223
C -5.19990 0.99842 -2.58228 -0.448
C -5.22280 -0.38108 -2.59658 0.134
Br -6.65660 -1.23398 -3.56578 -0.345
C -4.25490 -1.14928 -1.93758 0.712
C -4.23430 -2.55848 -1.91718 -0.810
C -3.23750 -3.21098 -1.22788 -0.730
C -2.27950 -2.45848 -0.55728 -0.551
N -2.27770 -1.14038 -0.55788 -0.104
C -3.22010 -0.46968 -1.22598 0.057
C -3.14420 0.98692 -1.18828 0.658
O -2.25070 1.61972 -0.59158 -0.760
H -5.95910 1.57752 -3.09278 0.383
H -5.00140 -3.11858 -2.43578 0.268
H -3.20870 -4.29168 -1.19928 0.392
H -1.48580 -2.93258 0.00442 0.477
C 0.31540 1.32182 4.12652 -1.404
Si -1.13210 0.59812 3.04922 0.035
C -1.54170 -1.04078 4.01562 -1.277
C -2.53120 1.78942 3.68172 -1.302
H 0.08680 1.33232 5.19172 0.392
H 0.52190 2.34772 3.82932 0.266
H 1.23610 0.75742 3.99632 0.387
H -1.69410 -0.88548 5.08282 0.358
H -0.72750 -1.75278 3.89682 0.318
H -2.43870 -1.51208 3.61812 0.312
H -2.63500 1.78102 4.76592 0.315
H -3.49830 1.53872 3.25562 0.297
H -2.30430 2.80922 3.38262 0.289
C 5.00470 2.47452 -2.98898 -0.358
C 4.98250 1.96832 -1.69648 -0.599
C 3.82870 1.42882 -1.17038 -0.168
C 2.63480 1.41632 -1.90418 0.411
C 2.67620 1.94922 -3.20068 -0.469
C 3.83990 2.45102 -3.74288 -0.454
C 1.37090 0.94352 -1.37528 -0.235
C 1.17410 0.04142 -0.39248 -1.241
C 2.18710 -0.82788 0.10972 0.216
C 2.43510 -0.99408 1.48532 0.029
C 3.32080 -1.93778 1.94702 -0.456
C 4.00440 -2.76758 1.06462 -0.363
C 3.78230 -2.61938 -0.30018 -0.557
C 2.88800 -1.68398 -0.76838 -0.145
H 5.91540 2.89442 -3.39978 0.337
H 5.88150 2.00452 -1.09038 0.347
H 3.83330 1.03272 -0.16618 0.408
H 1.76010 1.95762 -3.77698 0.376
H 3.84110 2.82902 -4.76108 0.327
H 0.50990 1.40692 -1.84708 0.373
H 1.91730 -0.34778 2.17792 0.236
H 3.47860 -2.04188 3.01642 0.364
H 4.70870 -3.50738 1.43072 0.338
H 4.32320 -3.24898 -1.00518 0.329
H 2.70900 -1.58368 -1.82988 0.357

=====

[3]
8
Properties=species:S:1:pos:R:3:mulliken_charge:R:1 method="wB97M-V/def2-TZVPD" orbital_gap_ev=6.4 max_force_ha_per_bohr=0.0706 charge=-1 de_lowest_kcal_mol=40.3 multiplicity=1
C 0.24912 1.28736 -2.24915 0.724
C 0.48876 0.34173 0.08691 -0.531
O -0.82448 1.68082 -2.34198 -0.375
O 1.35789 0.92781 -2.46649 -0.420
S -0.38279 -0.77439 1.18546 -0.315
Br 0.52276 2.15506 0.88188 -0.317
H 1.49894 0.14789 0.14631 0.178
H -1.24058 -1.31886 0.28767 0.056